1.
Density functional theory data (ωB97M-V/def2-TZVPD) for a 15-piece molecular cluster, C43H74BBrN15O3 overall at a distorted geometry.

## Properties
- highest occupied orbital energy (eV) = -11.30
- HOMO-LUMO gap (eV) = 7.5

```
! wB97M-V def2-TZVPD RIJCOSX def2/J DEFGRID3
* xyz 1 1
C 6.7279 2.6496 -1.7431
C 6.9249 1.7409 -0.5323
C 5.7831 0.7388 -0.3176
C 6.0573 -0.6211 -0.9722
C 5.5983 -0.7116 -2.4289
C 4.1337 -0.3803 -2.6578
C 3.1884 -1.3116 -1.8921
C 1.9184 -1.5916 -2.6859
C 0.8829 -0.4630 -2.5590
C -0.4985 -0.9322 -2.0697
C -1.1077 0.1093 -1.1396
C -2.6400 -0.0432 -1.0284
C -3.2537 1.2168 -1.6458
N -4.7671 1.1194 -1.6371
C -5.4280 1.6086 -2.9011
C -4.7611 2.8244 -3.5460
O -4.2031 2.6781 -4.5741
Br -4.8499 4.5851 -2.7774
B -5.4247 1.7181 -0.3658
O -5.3925 3.0260 -0.0717
O -6.1175 0.9117 0.4500
H 7.4208 3.4821 -1.6785
H 5.7211 3.0443 -1.7481
H 6.9583 2.1180 -2.6579
H 7.8515 1.1790 -0.6000
H 7.0004 2.3431 0.3640
H 5.6977 0.5612 0.7499
H 4.8291 1.1465 -0.6283
H 7.1343 -0.7519 -0.9570
H 5.5763 -1.4114 -0.4070
H 5.7453 -1.7192 -2.7920
H 6.2016 -0.0679 -3.0627
H 3.9063 0.6576 -2.4427
H 3.9471 -0.5021 -3.7230
H 2.8883 -0.8274 -0.9688
H 3.6863 -2.2473 -1.6719
H 2.1845 -1.6678 -3.7325
H 1.4777 -2.5478 -2.4210
H 0.7564 -0.0684 -3.5621
H 1.2362 0.3567 -1.9418
H -1.1240 -1.0803 -2.9455
H -0.3675 -1.8606 -1.5300
H -0.8833 1.0739 -1.5919
H -0.6508 0.0716 -0.1634
H -2.9100 -0.8713 -1.6759
H -2.9651 -0.2064 -0.0087
H -2.8610 1.2840 -2.6494
H -2.9515 2.0487 -1.0292
H -4.9730 0.1225 -1.5849
H -5.4492 0.8176 -3.6298
H -6.4613 1.8641 -2.6734
H -4.5404 3.4395 -0.2451
H -6.1875 0.0123 0.1055
C 0.7346 -1.6308 3.1142
C 1.5121 -1.0123 2.0465
N 2.1831 -0.5146 1.2604
H 0.2839 -2.5646 2.7817
H 1.3899 -1.8546 3.9542
H -0.0663 -0.9863 3.4701
C -6.1946 -0.9277 6.4615
C -5.7868 -1.1437 5.0842
N -5.4659 -1.3156 3.9956
H -6.9676 -1.6360 6.7562
H -5.3531 -1.0552 7.1435
H -6.5921 0.0744 6.6147
C 3.7413 -4.0943 4.8059
C 2.5518 -3.7705 5.5796
N 1.6328 -3.5347 6.2240
H 4.0474 -3.2521 4.1862
H 4.5709 -4.3458 5.4641
H 3.5593 -4.9446 4.1508
C 6.0215 -2.4851 -6.2768
C 5.2194 -3.0080 -5.1819
N 4.5849 -3.4206 -4.3195
H 6.0510 -1.3975 -6.2557
H 7.0463 -2.8440 -6.2154
H 5.6107 -2.7936 -7.2375
C 10.2470 -0.3255 -2.6487
C 9.2315 -0.9003 -3.5171
N 8.4207 -1.3520 -4.1907
H 9.8618 0.5509 -2.1290
H 10.5692 -1.0459 -1.8988
H 11.1213 -0.0210 -3.2215
C -0.6126 -1.9319 8.5118
C -1.7688 -1.0567 8.5870
N -2.7065 -0.3979 8.6592
H -0.8072 -2.8758 9.0124
H -0.3475 -2.1518 7.4801
H 0.2572 -1.4841 8.9880
C -1.0809 -0.6772 -6.4271
C 0.3081 -0.2446 -6.4342
N 1.4037 0.0938 -6.4410
H -1.5218 -0.5493 -5.4387
H -1.6719 -0.1019 -7.1383
H -1.1618 -1.7289 -6.6969
C -3.0338 -4.2714 0.3929
C -2.1974 -3.1656 0.8336
N -1.5372 -2.3018 1.2001
H -2.8092 -5.1750 0.9564
H -4.0889 -4.0430 0.5364
H -2.8717 -4.4857 -0.6628
C -9.6087 0.8243 -0.7733
C -9.4477 -0.4904 -1.3749
N -9.3202 -1.5233 -1.8575
H -9.5150 0.7753 0.3106
H -8.8435 1.5074 -1.1409
H -10.5792 1.2598 -1.0041
C 0.5384 -6.2511 8.7154
C 1.0265 -5.0150 9.3060
N 1.4188 -4.0461 9.7799
H 1.1988 -7.0846 8.9497
H -0.4550 -6.4966 9.0878
H 0.4811 -6.1584 7.6318
C -6.9296 4.9861 -5.6985
C -7.9316 5.2799 -6.7114
N -8.7233 5.5120 -7.5068
H -7.3736 4.9750 -4.7036
H -6.4731 4.0117 -5.8753
H -6.1349 5.7327 -5.7011
C 7.9619 3.7448 3.9218
C 8.1857 2.5245 3.1614
N 8.3622 1.5648 2.5587
H 8.0579 3.5601 4.9903
H 8.6843 4.5115 3.6472
H 6.9647 4.1407 3.7366
C -2.7897 5.1619 -6.5414
C -3.2962 6.4942 -6.8319
N -3.7128 7.5380 -7.0603
H -3.5877 4.5138 -6.1883
H -2.3519 4.7007 -7.4253
H -2.0213 5.1937 -5.7699
C -4.8868 2.3730 8.6909
C -6.2384 2.3090 8.1669
N -7.2826 2.1708 7.7114
H -4.4742 1.3647 8.7527
H -4.2329 2.9519 8.0408
H -4.8545 2.8187 9.6834
*
```

---

2.
Density functional theory data (ωB97M-V/def2-TZVPD) for a 7-piece molecular cluster, C43H75N2O12 overall at a distorted geometry.

## Properties
- highest occupied orbital energy (eV) = -4.93
- HOMO-LUMO gap (eV) = 7.1

```
! wB97M-V def2-TZVPD RIJCOSX def2/J DEFGRID3
* xyz -1 1
C 2.5254 -1.4142 1.3494
C 3.3572 -1.1784 0.3338
C 3.7155 0.2085 -0.0811
O 4.8315 0.5919 0.1531
O 2.8078 1.0184 -0.6450
C 2.0401 0.4476 -1.7369
C 1.2073 1.5513 -2.3661
C -0.1877 1.7944 -1.7357
C -0.3515 1.3495 -0.2748
C -0.7688 -0.1141 -0.0070
C -1.7096 -0.7196 -1.0399
C -1.9988 -2.2600 -0.9751
C -0.6420 -2.9276 -1.3260
C -0.6360 -3.9536 -2.4352
C -1.1096 -5.3516 -2.1347
N -0.2063 -3.5626 -3.5637
C -3.2410 -2.4148 -1.9304
C -3.6983 -3.8126 -2.5246
O -4.5189 -4.4807 -1.8777
O -3.1928 -4.0481 -3.6567
N -4.3039 -1.9233 -1.0172
C -3.9469 -1.9365 0.2932
O -4.5815 -1.4443 1.2087
C -2.6029 -2.7034 0.3730
O -2.8756 -4.1082 0.2851
C -1.7898 -2.5530 1.6307
C -2.0631 -1.8338 2.7088
H 2.6782 -2.2701 1.9977
H 1.6654 -0.7843 1.5560
H 3.7989 -2.0055 -0.2129
H 1.4486 -0.3985 -1.3850
H 2.7464 0.0536 -2.4745
H 1.1294 1.3668 -3.4397
H 1.7893 2.4721 -2.2600
H -0.3560 2.8760 -1.7544
H -0.9573 1.3716 -2.3827
H 0.5925 1.5468 0.2421
H -1.0903 2.0081 0.1860
H -1.2855 -0.1155 0.9524
H 0.1062 -0.7497 0.1556
H -1.3049 -0.5909 -2.0477
H -2.6436 -0.1509 -1.0078
H -0.2426 -3.3923 -0.4165
H 0.0859 -2.1757 -1.6319
H -1.7576 -5.3708 -1.2586
H -1.7078 -5.7032 -2.9773
H -0.2546 -6.0141 -1.9715
H -0.2896 -4.3165 -4.2471
H -3.1608 -1.7481 -2.7891
H -4.8760 -1.1425 -1.2979
H -3.7523 -4.2862 0.6407
H -0.8983 -3.1767 1.6393
H -1.3568 -1.8056 3.5319
H -2.9557 -1.2303 2.7993
C 1.3150 7.4684 -2.1825
C 0.0772 6.7287 -2.6845
C 0.6927 5.5028 -3.3437
O 1.8932 5.2174 -2.6244
C 2.2106 6.3090 -1.7586
H 1.1138 8.1638 -1.3688
H 1.7778 8.0246 -3.0009
H -0.5466 6.4256 -1.8407
H -0.5367 7.3123 -3.3699
H 0.9551 5.7018 -4.3887
H 0.0376 4.6307 -3.3091
H 2.0074 6.0090 -0.7249
H 3.2741 6.5340 -1.8494
C -7.8907 -6.9469 0.0896
C -7.0823 -6.0653 -0.8623
C -7.3721 -4.6760 -0.3237
O -7.5750 -4.8296 1.0928
C -7.7088 -6.2100 1.4117
H -7.5467 -7.9805 0.1340
H -8.9458 -6.9507 -0.1989
H -6.0160 -6.2760 -0.7773
H -7.3601 -6.1750 -1.9087
H -8.2893 -4.2610 -0.7601
H -6.5488 -3.9873 -0.5074
H -6.7976 -6.5461 1.9221
H -8.5519 -6.3381 2.0955
C -1.0336 1.0017 7.6319
C -2.0656 -0.0985 7.8744
C -2.3471 -0.5730 6.4536
O -1.1342 -0.3837 5.7250
C -0.2265 0.4137 6.4803
H -0.4196 1.2300 8.5024
H -1.5321 1.9202 7.3147
H -1.6226 -0.9049 8.4632
H -2.9629 0.2448 8.3876
H -3.1377 0.0221 5.9848
H -2.6317 -1.6240 6.3988
H 0.5839 -0.2242 6.8515
H 0.2052 1.1734 5.8273
C 6.6558 3.2012 -0.4631
C 8.0966 3.6314 -0.1919
C 8.1065 5.0509 -0.7461
O 6.7882 5.5632 -0.5622
C 5.8995 4.4960 -0.2053
H 6.3080 2.3826 0.1603
H 6.5439 2.9007 -1.5072
H 8.2877 3.6445 0.8839
H 8.8422 2.9910 -0.6621
H 8.3423 5.0537 -1.8167
H 8.8149 5.7070 -0.2365
H 5.6390 4.5961 0.8540
H 4.9864 4.5825 -0.7949
C -4.6118 4.7299 -1.5821
C -5.1587 4.1662 -0.2715
C -4.0652 3.1796 0.1195
O -2.8428 3.7229 -0.3882
C -3.1178 4.7899 -1.2884
H -5.0272 5.6996 -1.8541
H -4.8078 4.0324 -2.3991
H -5.2368 4.9607 0.4744
H -6.1343 3.6928 -0.3690
H -4.2315 2.1971 -0.3340
H -3.9724 3.0464 1.1973
H -2.8453 5.7346 -0.8016
H -2.4999 4.6710 -2.1810
C 8.4354 -2.7134 0.3662
C 6.9557 -2.3419 0.2878
C 6.7386 -2.2728 -1.2125
O 7.6371 -3.2187 -1.8003
C 8.5759 -3.6595 -0.8211
H 8.7249 -3.1743 1.3098
H 9.0527 -1.8247 0.2162
H 6.3467 -3.1392 0.7219
H 6.6988 -1.4126 0.7928
H 6.9757 -1.2766 -1.6004
H 5.7194 -2.5210 -1.5113
H 8.3327 -4.6891 -0.5344
H 9.5748 -3.6517 -1.2607
*
```

---

3.
Density functional theory data (ωB97M-V/def2-TZVPD) for a 12-piece molecular cluster, C43H78BO25S6 overall at a distorted geometry.

## Properties
- highest occupied orbital energy (eV) = -7.91
- HOMO-LUMO gap (eV) = 9.5

```
! wB97M-V def2-TZVPD RIJCOSX def2/J DEFGRID3
* xyz -1 1
O 1.3105 -2.2665 2.1049
C 1.1751 -1.2631 1.4710
O 0.7789 -1.1557 0.2078
B 0.5141 0.2571 -0.1020
O 0.7857 0.9961 1.1580
C 1.3149 0.1702 2.0412
O 1.7502 0.4425 3.1224
O -0.8839 0.5858 -0.4900
C -0.8964 1.0865 -1.7120
O -1.8359 1.5964 -2.2512
C 0.5580 1.1362 -2.2362
O 1.3198 0.7185 -1.2280
O 0.9683 1.5325 -3.2854
C 0.0608 -7.4906 3.9252
C 1.1399 -6.4382 3.9266
O 1.8340 -6.2513 4.8987
C 1.3743 -5.7018 2.6316
H 0.3424 -8.3303 3.2891
H -0.9108 -7.1106 3.6049
H -0.0652 -7.8490 4.9473
H 1.6135 -6.4495 1.8713
H 2.1911 -4.9885 2.7227
H 0.5173 -5.1116 2.2986
C 0.6380 4.7162 -2.5774
C 1.2091 5.2424 -1.2995
O 1.5084 6.4066 -1.1655
C 1.4340 4.2444 -0.1803
H 0.2783 5.5069 -3.2289
H -0.0762 3.9220 -2.3529
H 1.4191 4.2077 -3.1569
H 2.1647 3.5132 -0.5277
H 0.4980 3.7070 0.0004
H 1.7514 4.7843 0.7042
C -2.8979 -1.2357 1.5132
C -2.7620 -2.4879 0.6734
O -2.0901 -2.4528 -0.3304
C -3.6431 -3.6456 1.0621
H -3.8082 -0.7262 1.1888
H -2.0397 -0.5835 1.3572
H -2.9231 -1.4318 2.5886
H -3.2969 -4.1150 1.9841
H -3.5806 -4.4105 0.2839
H -4.6801 -3.3261 1.1495
C 0.6646 2.8728 5.4461
C 1.7490 3.8739 5.1200
O 2.3827 4.4248 5.9896
C 2.0719 4.0903 3.6569
H 0.7536 2.5780 6.4885
H 0.6979 2.0353 4.7527
H -0.2947 3.3912 5.3296
H 1.8515 3.1999 3.0654
H 3.1270 4.3304 3.5488
H 1.4616 4.9035 3.2561
C 4.4215 1.9061 -1.3755
C 4.2254 3.0799 -2.3207
O 4.2866 4.2210 -1.9308
C 3.9356 2.7544 -3.7710
H 4.2942 1.0036 -1.9859
H 3.7409 1.9353 -0.5323
H 5.4760 1.8131 -1.1014
H 3.9980 3.6861 -4.3269
H 3.0163 2.1785 -3.8706
H 4.7471 2.1132 -4.1397
C 4.5204 -1.3512 0.7744
C 4.9640 -1.0096 2.1985
C 6.1144 -1.9458 2.5514
S 7.1326 -1.8500 1.0588
O 7.6119 -3.1590 0.7212
O 8.0496 -0.7515 1.1641
C 5.7894 -1.4003 -0.0710
H 3.8640 -0.5440 0.4451
H 4.0189 -2.3202 0.7819
H 4.1393 -0.9867 2.9124
H 5.3578 0.0144 2.2346
H 5.7985 -2.9863 2.6072
H 6.6689 -1.5946 3.4149
H 5.7575 -2.0974 -0.9036
H 6.0205 -0.4075 -0.4539
C -2.7134 3.4390 0.8936
C -2.0438 3.0409 2.2350
C -2.9784 2.0620 2.8891
S -4.6451 2.6454 2.5113
O -5.1894 3.3493 3.6417
O -5.3905 1.5759 1.8930
C -4.1404 3.8083 1.2416
H -2.6590 2.5804 0.2196
H -2.2014 4.2845 0.4365
H -1.9235 3.9761 2.7872
H -1.0685 2.5998 2.0276
H -2.8702 1.9139 3.9620
H -2.9402 1.0803 2.4220
H -4.1806 4.7720 1.7527
H -4.8360 3.7903 0.4043
C -1.0235 3.4381 -7.4932
C -0.5873 3.6267 -6.0311
C -1.5141 2.8512 -5.0930
S -2.7886 2.1228 -6.1221
O -3.9001 3.0215 -6.2590
O -3.0248 0.7573 -5.7197
C -1.8230 2.1473 -7.6458
H -0.1971 3.4559 -8.2050
H -1.6865 4.2480 -7.8016
H -0.6315 4.6996 -5.8233
H 0.4540 3.3796 -5.8300
H -2.0286 3.3622 -4.2823
H -0.9757 2.0110 -4.6576
H -2.5864 2.1472 -8.4216
H -1.2811 1.2037 -7.6490
C -0.6822 -1.8904 4.7590
C -0.1570 -3.2224 5.3206
C -1.3610 -4.1389 5.4108
S -2.7714 -3.0679 5.8185
O -3.0815 -3.2033 7.2135
O -3.7817 -3.2477 4.8067
C -1.9069 -1.5151 5.5680
H -0.9353 -2.0593 3.7073
H 0.0937 -1.1277 4.8092
H 0.3076 -3.0508 6.2943
H 0.6224 -3.6239 4.6754
H -1.3852 -4.8763 6.2104
H -1.5960 -4.5841 4.4449
H -1.5770 -1.1677 6.5518
H -2.5477 -0.7139 5.2053
C -4.5544 -0.4953 -2.2147
C -5.5801 -0.5875 -3.3409
C -6.0334 0.8356 -3.5701
S -6.2529 1.5484 -1.9482
O -7.5827 1.2271 -1.4884
O -5.7936 2.9138 -1.9520
C -5.0491 0.4601 -1.1480
H -3.6038 -0.1579 -2.6397
H -4.3003 -1.4803 -1.8176
H -6.4041 -1.2198 -2.9878
H -5.1776 -1.0310 -4.2486
H -6.8985 0.9520 -4.2135
H -5.1484 1.3581 -3.9468
H -5.6073 -0.0797 -0.3820
H -4.2846 1.0556 -0.6575
C 1.6468 -3.4112 -2.3119
C 2.6784 -2.2832 -2.3064
C 3.8902 -2.6648 -3.1464
S 3.2363 -3.6369 -4.4988
O 4.1697 -4.6935 -4.8034
O 2.7473 -2.7866 -5.5544
C 1.8270 -4.2831 -3.5864
H 0.6247 -3.0471 -2.3501
H 1.7734 -4.0687 -1.4531
H 3.0080 -1.9547 -1.3252
H 2.2204 -1.4035 -2.7696
H 4.4563 -3.4140 -2.5819
H 4.5727 -1.9221 -3.5482
H 2.1066 -5.3115 -3.3667
H 0.9731 -4.2712 -4.2568
*
```